Entry from the Open Molecules 2025 dataset: C4H7ClN2 in the gas phase (ωB97M-V/def2-TZVPD).

Last column: natural (NBO) charge in e.
Element x y z (Å)
C: -0.010 -1.889 0.775  -0.0524
C: 0.772 -0.216 -0.744  -0.1687
C: -1.118 -1.247 1.269  -0.2081
C: 0.087 2.074 -0.663  -0.4702
N: 0.816 -1.484 -0.160  -0.3521
N: -0.216 0.708 -0.467  -0.2933
Cl: -1.927 -1.812 2.648  0.0351
H: 0.259 -2.853 1.201  0.1961
H: 1.810 0.180 -0.718  0.1947
H: 0.642 -0.471 -1.818  0.2515
H: -1.511 -0.354 0.808  0.2512
H: 1.156 2.285 -0.794  0.1746
H: -0.464 2.448 -1.535  0.2201
H: -0.297 2.631 0.198  0.2215

Its max |F| is 1.66 eV/A. Its frontier orbital gap (spin up / spin down) is 7.8837 / 8.4755 eV. The total charge is 0. For the highest occupied orbital energy (spin up / spin down), the calculation gives -0.303 / -0.341 Eh. The lowest unoccupied orbital energy (spin up / spin down) is -0.0137 / -0.0291 hartree.